(1)
The following is a DFT calculation (ωB97M-V/def2-TZVPD) of an isolated molecule of C6H11N2OP in a non-equilibrium geometry.

Summary:
Maximum force, eV/Å: 5.26
Energy, hartree: -761.0954
LUMO energy (spin up / spin down), eV: -1.1 / 0.5
Highest occupied orbital energy (spin up / spin down), eV: -5.5 / -7.7

Each line ends with the Löwdin charge.
Element x y z (Å)
C: -1.199498 2.713089 0.829009  -0.048
C: -0.184076 2.393900 1.631277  -0.110
C: 2.012492 -1.060230 0.038979  -0.187
C: -1.916147 1.355974 0.460899  -0.190
C: -0.097092 0.985230 1.827896  -0.130
C: 1.517768 -1.988100 -2.244219  -0.056
N: -1.017940 0.377030 1.052771  -0.391
N: 2.353732 -1.475284 -1.133245  -0.059
O: 0.877367 -0.985008 0.611008  -0.304
P: -1.070768 -1.254717 0.625292  0.788
H: -1.821156 3.592255 0.658262  0.093
H: 0.373498 3.130328 2.060201  0.069
H: -2.887621 1.067417 0.821379  0.096
H: -1.836890 1.176809 -0.592259  0.095
H: 0.682430 0.595032 2.465955  0.115
H: 2.309103 -2.262900 -3.071846  0.124
H: 1.042046 -2.905288 -1.879532  0.086
H: 0.903551 -1.217109 -2.524512  0.042
H: 3.372201 -1.617560 -1.337619  0.145
H: -0.866976 -1.628050 -0.710179  -0.111
H: -2.546021 -0.992818 0.410484  -0.067

Atoms 1-2, force components in eV/Å:
C -3.744 -1.717 -0.996
C -0.835 -1.438 -0.301

---

(2)
The following is a DFT calculation (ωB97M-V/def2-TZVPD) of a 2-piece molecular cluster, C6H11N2OS2 overall in a non-equilibrium geometry.

Summary:
Maximum force, eV/Å: 3.41
Energy, hartree: -1216.3264
Total charge: -1
LUMO energy, eV: 3.1
Highest occupied orbital energy, eV: -4.6

Each line ends with the Löwdin charge.
Element x y z (Å)
C: 2.663771 0.179742 -0.191314  -0.989
C: -0.676253 -0.723948 -0.314147  -0.751
C: -0.908106 0.537209 0.428039  -0.705
C: 0.153081 -1.782573 0.398087  -0.088
C: -0.421918 -0.650653 -1.794279  -0.132
C: -0.683546 0.734057 1.867313  -0.103
N: 1.752564 0.788272 -0.558371  0.035
N: -1.097854 1.788280 -0.316847  -0.100
O: 0.039700 2.600615 -0.211962  -0.141
S: 4.047820 -0.539195 0.285873  0.386
S: -2.462026 -0.505007 0.158619  0.807
H: 1.222508 -1.702003 0.165013  0.042
H: -0.139011 -2.824911 0.139228  0.082
H: 0.049860 -1.764908 1.497990  0.075
H: -1.416936 -0.723315 -2.263001  0.050
H: 0.021368 -1.591131 -2.268710  0.097
H: 0.266867 0.307771 -1.981409  0.102
H: -1.134648 -0.045636 2.554178  0.087
H: -1.196102 1.615127 2.316588  0.100
H: 0.322822 0.777286 2.027232  0.044
H: 0.774755 2.053790 -0.590816  -0.012
H: -1.178716 1.471136 -1.347306  0.111

Atoms 1-2, force components in eV/Å:
C 1.284 0.146 0.143
C 0.931 -0.710 1.173

---

(3)
The following is a DFT calculation (ωB97M-V/def2-TZVPD) of an isolated ion of composition C6H11N2S and charge +1 in a non-equilibrium geometry.

Summary:
Maximum force, eV/Å: 5.65
Energy, hartree: -742.4680
Total charge: +1
LUMO energy, eV: -4.0
Highest occupied orbital energy, eV: -11.0

Each line ends with the Löwdin charge.
Element x y z (Å)
C: -1.464916 -0.328812 -0.239885  -0.389
C: 1.508326 -0.924160 0.414508  -0.145
C: 0.433355 -1.828591 -0.194425  -0.190
C: 2.005539 1.676713 0.543922  -0.064
C: 1.251844 0.473648 0.083945  -0.264
C: -4.090261 0.235145 0.143438  -0.252
N: -0.855688 -1.349734 -0.145623  0.083
N: 2.158150 1.154978 -0.872758  0.066
S: -2.419037 1.020504 -0.141295  0.962
H: 1.475871 -1.188072 1.554420  0.172
H: 2.439636 -1.186323 0.074406  0.086
H: 0.541060 -2.062480 -1.211970  0.128
H: 0.301559 -2.767691 0.156177  0.100
H: 1.580833 2.645146 0.839093  0.114
H: 2.829123 1.458711 1.240550  0.116
H: -3.778159 -0.627942 0.804024  0.077
H: -4.383768 -0.022658 -0.788887  -0.005
H: -4.546468 1.163501 0.540260  0.057
H: 1.932750 1.782567 -1.641582  0.154
H: 3.080255 0.675559 -1.158317  0.195

Atoms 1-2, force components in eV/Å:
C 2.563 -1.941 0.882
C -2.247 0.100 2.959

---

(4)
The following is a DFT calculation (ωB97M-V/def2-TZVPD) of a 2-piece molecular cluster, C6H11N2S overall in a non-equilibrium geometry.

Summary:
Maximum force, eV/Å: 4.85
Energy, hartree: -742.6368
Total charge: +1
LUMO energy, eV: -4.0
Highest occupied orbital energy, eV: -12.9

Each line ends with the Löwdin charge.
Element x y z (Å)
C: -2.107268 1.330592 -0.103535  -0.025
C: -0.786398 0.952414 0.175090  -0.064
C: -2.066184 -0.919057 0.035145  -0.287
C: -2.459566 -2.291585 0.178448  -0.002
C: 4.138966 1.156262 -0.228577  -0.116
C: 2.809537 0.520527 0.147021  -0.618
N: -2.859287 0.173650 -0.191979  0.128
N: -0.820908 -0.396910 0.217490  0.066
S: 2.072950 -0.793698 -0.458148  0.813
H: -2.588414 2.272004 -0.458373  0.144
H: -3.143896 -2.264808 1.031323  0.098
H: -2.943112 -2.739304 -0.812176  0.149
H: -1.606984 -2.994166 0.517540  0.130
H: 4.196095 1.626856 -1.145065  0.056
H: 4.400723 1.875553 0.616066  0.107
H: 4.854700 0.344669 -0.048690  0.087
H: 2.284619 1.177303 0.801070  0.031
H: -3.701977 0.097966 -0.734783  0.177
H: 0.196104 -0.707105 0.234706  0.000
H: 0.130308 1.578843 0.227423  0.127

Atoms 1-2, force components in eV/Å:
C 0.697 0.732 -0.810
C -2.855 2.186 -0.958

---

(5)
The following is a DFT calculation (ωB97M-V/def2-TZVPD) of an isolated ion of composition C6H11N2S and charge +1 in a non-equilibrium geometry.

Summary:
Maximum force, eV/Å: 5.17
Energy, hartree: -742.4937
Total charge: +1
LUMO energy (spin up / spin down), eV: -5.4 / -5.4
Highest occupied orbital energy (spin up / spin down), eV: -12.9 / -12.9

Each line ends with the Löwdin charge.
Element x y z (Å)
C: 1.597606 -0.682466 0.306703  -0.094
C: 0.342874 -1.419850 0.040753  0.008
C: -1.629891 -0.137483 0.094639  -0.319
C: 3.029753 1.047763 0.343851  -0.165
C: -1.622095 -2.275782 -0.994514  0.013
C: -2.180523 2.407493 0.576007  -0.323
N: 1.784211 0.595713 0.155402  -0.037
N: -0.878986 -1.204480 -0.366255  -0.261
S: -1.229586 1.326692 -0.477839  1.027
H: 2.505909 -1.266524 0.556670  0.125
H: 0.655404 -2.496488 0.012620  0.153
H: 3.009641 2.067999 0.856627  0.129
H: 3.680923 0.186926 0.749699  0.113
H: 3.518648 1.443475 -0.569533  0.113
H: -1.261484 -3.237675 -0.823056  0.087
H: -2.716100 -2.099138 -0.680487  0.139
H: -1.630377 -1.984624 -2.041912  0.116
H: -2.005986 3.371557 0.172029  0.026
H: -1.754551 2.346926 1.611197  0.080
H: -3.215385 2.009963 0.477403  0.070

Atoms 1-2, force components in eV/Å:
C -0.263 2.578 0.118
C 2.024 -2.077 -1.071

---

(6)
The following is a DFT calculation (ωB97M-V/def2-TZVPD) of a 2-piece molecular cluster, C6H11N3 overall in a non-equilibrium geometry.

Summary:
Maximum force, eV/Å: 3.82
Energy, hartree: -399.2721
LUMO energy, eV: 0.9
Highest occupied orbital energy, eV: -8.0
SMILES string: N=C=C1CCC1.[H]/N=N\C

Each line ends with the Löwdin charge.
Element x y z (Å)
N: 1.705314 -2.332956 0.276732  0.153
C: 0.566627 -1.958360 0.287388  -0.094
C: -0.445553 -1.082233 0.163054  -0.262
C: -1.366101 -0.633265 -0.969636  -0.113
C: -1.929283 0.409599 0.042620  -0.178
C: -1.229370 -0.367855 1.163882  -0.160
H: 2.434139 -1.671853 0.108541  -0.013
H: -2.183846 -1.233134 -1.369663  0.103
H: -0.714369 -0.154542 -1.804946  0.124
H: -1.553421 1.452497 -0.093042  0.080
H: -3.075176 0.624853 0.049977  0.134
H: -0.630444 0.092800 1.862511  0.091
H: -1.947851 -0.835766 1.715521  0.086
H: 2.915233 0.304817 0.364954  0.097
N: 2.503358 -0.190305 -0.506983  0.013
N: 1.383774 0.313713 -0.747728  -0.143
C: 0.968820 1.566262 -0.232541  -0.100
H: -0.038062 1.551679 0.082814  0.019
H: 1.567544 1.918456 0.613658  0.094
H: 1.068663 2.225600 -1.007122  0.068

Atoms 1-2, force components in eV/Å:
N -1.309 -3.376 1.206
C -0.538 1.895 -0.635

---

(7)
The following is a DFT calculation (ωB97M-V/def2-TZVPD) of an isolated molecule of C6H11N3 in a non-equilibrium geometry.

Summary:
Maximum force, eV/Å: 6.87
Energy, hartree: -399.3529
LUMO energy, eV: 1.0
Highest occupied orbital energy, eV: -8.4
SMILES string: [H]/N=C(\N=C)N(C)C(=C)C

Each line ends with the Löwdin charge.
Element x y z (Å)
H: 1.625431 1.985708 1.297179  0.064
N: 0.714772 1.583033 1.094921  0.146
C: 0.773873 0.453219 0.573030  -0.426
N: 2.357478 -0.274831 0.564313  0.014
C: 3.240341 -0.221054 -0.313421  -0.148
N: 0.058528 -0.335347 -0.181076  -0.036
C: 0.168307 -1.781787 -0.165483  -0.082
C: -1.533796 0.268550 -0.018192  -0.233
C: -2.459545 -0.514966 0.502372  0.044
C: -1.731350 1.626116 -0.583249  -0.077
H: 3.044163 -0.007667 -1.377381  0.066
H: 4.262923 -0.537279 -0.089035  0.056
H: -0.677536 -2.186300 -0.720645  0.087
H: 1.114397 -2.053820 -0.631676  0.075
H: 0.140440 -2.207440 0.840080  0.091
H: -2.248075 -1.460552 0.977790  0.058
H: -3.508808 -0.260939 0.416823  0.069
H: -1.363098 2.386875 0.103147  0.066
H: -2.792602 1.804008 -0.769046  0.082
H: -1.185842 1.734474 -1.520451  0.084

Atoms 1-2, force components in eV/Å:
H -0.113 -0.373 0.188
N -0.808 -0.001 0.018

---

(8)
The following is a DFT calculation (ωB97M-V/def2-TZVPD) of an isolated molecule of C6H11N3 in a non-equilibrium geometry.

Summary:
Maximum force, eV/Å: 3.41
Energy, hartree: -399.3163
LUMO energy, eV: 0.9
Highest occupied orbital energy, eV: -8.1
SMILES string: CCN1C=N[C@H]2C[C@@H]2N1

Each line ends with the Löwdin charge.
Element x y z (Å)
C: 2.829625 -0.523958 0.353954  -0.061
C: 1.924595 -0.520705 -0.914718  -0.197
N: 0.484440 -0.386678 -0.646129  -0.090
C: -0.410616 -1.350163 -0.180241  -0.180
N: -1.656146 -1.158643 0.216816  0.083
C: -1.736687 0.232017 0.031848  -0.370
C: -2.119165 1.443107 0.832264  -0.012
C: -0.695482 1.058259 0.623009  -0.330
N: 0.286545 1.105747 -0.372486  0.042
H: 2.675581 -1.398168 1.035249  0.093
H: 3.833726 -0.635688 0.003056  0.060
H: 2.770190 0.375166 0.859327  0.032
H: 2.019635 -1.383990 -1.524495  0.099
H: 2.102686 0.375033 -1.525011  0.118
H: -0.050850 -2.352447 -0.440524  0.130
H: -1.735157 0.440713 -1.016066  0.139
H: -2.449155 1.303277 1.806225  0.074
H: -2.636270 2.345552 0.419965  0.115
H: -0.269887 0.548646 1.552103  0.168
H: 1.182008 1.427569 -0.033938  0.087

Atoms 1-2, force components in eV/Å:
C -0.545 -2.632 -1.485
C -1.055 0.179 1.104

---

(9)
The following is a DFT calculation (ωB97M-V/def2-TZVPD) of C6H11N3 as an isolated structure in a non-equilibrium geometry.

Summary:
Maximum force, eV/Å: 9.29
Energy, hartree: -399.1745
LUMO energy, eV: 0.5
Highest occupied orbital energy, eV: -8.2

Each line ends with the Löwdin charge.
Element x y z (Å)
C: -1.221304 1.255220 -0.518253  -0.119
C: -0.395548 0.357521 -1.471895  -0.195
C: 1.035904 0.230411 -0.978314  -0.236
C: 1.525596 1.026299 0.357337  -0.155
C: 0.489827 -0.876913 1.638248  -0.218
C: 0.237287 -1.027681 -0.848099  -0.199
H: -1.215418 2.326755 -0.747897  0.069
H: -2.291951 1.121413 -0.208773  0.067
H: -0.921176 1.485517 0.494345  0.053
H: -0.372143 0.551748 -2.637944  0.160
H: 1.860805 0.640873 -1.772575  0.169
H: 1.635974 1.992684 0.570480  0.057
H: 2.659839 0.931148 0.194408  0.124
H: 0.247787 -1.439389 2.658954  0.137
H: -2.198144 -1.074713 0.480239  0.169
H: -1.451056 -2.440240 2.003253  0.208
H: 0.409066 -1.668904 -1.841151  0.172
N: 1.241555 0.136688 1.481404  0.019
N: 0.036773 -1.517540 0.467284  -0.216
N: -1.313675 -2.010897 0.678950  -0.065

Atoms 1-2, force components in eV/Å:
C -1.616 1.356 0.327
C 0.594 0.372 1.234

---

(10)
The following is a DFT calculation (ωB97M-V/def2-TZVPD) of a 2-piece molecular cluster, C6H11N3O overall in a non-equilibrium geometry.

Summary:
Maximum force, eV/Å: 4.52
Energy, hartree: -474.7027
LUMO energy, eV: 0.8
Highest occupied orbital energy, eV: -8.5
SMILES string: Cc1c[nH]cn1.CC(N)=O

Each line ends with the Löwdin charge.
Element x y z (Å)
C: 1.462254 0.987005 1.525819  -0.079
C: 1.483165 0.781941 0.043783  -0.341
C: 2.532679 0.013837 -0.568568  -0.111
N: 2.234381 -0.098146 -1.869552  -0.002
C: 0.930778 0.655433 -2.079168  -0.135
N: 0.521390 1.092222 -0.908487  0.064
H: 0.582029 0.392519 1.936573  0.072
H: 1.068673 1.973792 1.880456  0.077
H: 2.472855 0.749174 2.039872  0.106
H: 3.402921 -0.552088 -0.172207  0.127
H: 2.957222 0.028944 -2.608874  0.147
H: 0.476248 0.334209 -3.018677  0.103
C: -2.376580 0.047016 1.213298  -0.017
C: -2.209354 -1.334845 0.619505  -0.566
N: -2.194075 -1.327951 -0.757647  0.141
O: -2.074368 -2.405845 1.233200  0.011
H: -2.676098 -0.112809 2.213480  0.062
H: -3.135617 0.650991 0.567218  0.117
H: -1.481629 0.664952 1.081536  0.049
H: -1.774132 -2.118227 -1.155483  0.081
H: -2.202740 -0.422121 -1.216075  0.091

Atoms 1-2, force components in eV/Å:
C -1.475 0.127 1.454
C 2.582 -1.922 -1.139

---

(11)
The following is a DFT calculation (ωB97M-V/def2-TZVPD) of an isolated ion of composition C6H11N3O2 and charge +2 in a non-equilibrium geometry.

Summary:
Maximum force, eV/Å: 5.23
Energy, hartree: -549.3243
Total charge: +2
LUMO energy, eV: -8.7
Highest occupied orbital energy, eV: -17.1
SMILES string: C[C@@H]([NH3+])C(=O)c1[nH]c(O)c[nH+]1

Each line ends with the Löwdin charge.
Element x y z (Å)
C: 1.599431 1.575746 0.289084  -0.020
C: 1.715751 0.263861 -0.431411  -0.242
N: 3.001592 -0.484301 -0.122050  0.216
C: 0.706561 -0.817961 -0.013168  -0.243
O: 1.087391 -1.943500 0.177791  0.148
C: -0.753028 -0.453027 0.039083  -0.110
N: -1.513930 0.642827 0.012122  0.231
C: -2.837047 0.353700 -0.060071  -0.284
O: -3.689453 1.320880 0.153942  0.182
C: -2.964757 -1.052779 -0.050455  0.115
N: -1.673706 -1.460677 0.073514  0.169
H: 0.762783 2.235125 -0.171905  0.128
H: 2.577810 2.051251 0.086777  0.108
H: 1.519980 1.452432 1.429742  0.139
H: 1.675314 0.430538 -1.502110  0.175
H: 2.833298 -1.110546 0.664036  0.153
H: 3.884882 -0.123376 0.043858  0.148
H: 3.181301 -1.426020 -0.714987  0.261
H: -1.385087 1.616196 -0.119004  0.177
H: -4.625522 0.965407 0.130523  0.197
H: -3.821565 -1.692483 -0.265698  0.167
H: -1.281992 -2.343283 0.350388  0.186

Atoms 1-2, force components in eV/Å:
C 0.046 1.063 0.958
C 0.182 -1.136 0.362

---

(12)
The following is a DFT calculation (ωB97M-V/def2-TZVPD) of an isolated molecule of C6H11N3O3 in a non-equilibrium geometry.

Summary:
Maximum force, eV/Å: 6.47
Energy, hartree: -624.9156
Spin multiplicity: 3
LUMO energy (spin up / spin down), eV: 0.7 / -3.4
Highest occupied orbital energy (spin up / spin down), eV: -6.4 / -9.9

Each line ends with the Löwdin charge.
Element x y z (Å)
C: 0.213841 2.213349 0.232169  -0.077
C: 0.901093 1.001874 0.774023  -0.196
C: -0.477728 0.541491 -0.979887  -0.568
C: -1.910962 -0.145549 -0.970252  0.030
C: 0.316280 -2.510490 0.252476  -0.049
C: 1.030603 -1.216890 -0.187712  -0.170
N: -0.657082 1.969981 -0.633308  0.168
N: 0.321871 0.010970 0.087250  0.005
N: 0.565536 1.243255 2.284821  -0.462
O: 1.335807 1.963991 2.852292  0.027
O: -0.511010 0.869721 2.618491  0.102
O: 0.157832 0.294402 -2.179927  0.056
H: 0.310347 3.313968 0.688937  0.183
H: 1.975823 1.114847 0.746948  0.173
H: -1.780646 -1.191072 -0.917520  0.034
H: -2.454404 0.009271 -1.974012  0.110
H: -2.509950 0.303812 -0.184494  0.083
H: 0.171958 -3.185870 -0.549665  0.058
H: 0.765356 -2.849337 1.173878  0.071
H: -0.793677 -2.240012 0.398806  0.089
H: 1.989709 -1.308146 0.374223  0.139
H: 1.256717 -1.193477 -1.199474  0.089
H: -0.217314 0.989911 -2.708063  0.107

Atoms 1-2, force components in eV/Å:
C 0.064 3.547 1.323
C 0.579 2.387 -1.667